Molecular formula: C11H16Cl3F3O4PtS
Method: DFT, the ωB97M-V functional and the def2-TZVPD basis

XYZ file:
```
39
Properties=species:S:1:pos:R:3:mulliken_spin:R:1
C -0.5820 0.8974 -2.2134 0.299
C -1.3751 -0.2577 -2.2193 0.056
C -0.5930 -1.3760 -1.8507 0.261
C -2.8065 -0.3171 -2.5594 0.029
C 0.7402 -0.9425 -1.5927 0.172
C 0.7859 0.5407 -1.7654 0.020
C 2.0350 1.1529 -2.2906 0.021
C -1.0250 2.2066 -2.7066 -0.025
C -1.0736 -2.7619 -1.8250 -0.013
C 1.9625 -1.7892 -1.6983 0.018
Pt 0.3356 0.3260 0.3423 1.416
Cl -2.3273 0.6128 0.6013 0.171
Cl -0.2773 2.6365 0.6222 0.744
Cl 0.8098 -1.9009 1.0758 0.203
H -3.3127 0.6227 -2.2967 0.000
H -3.2987 -1.1298 -2.0029 -0.001
H -2.9579 -0.5066 -3.6366 -0.004
H -1.9919 -2.8080 -1.2308 0.013
H -0.3320 -3.4305 -1.3791 0.000
H -1.3141 -3.1256 -2.8313 0.023
H 1.8539 -2.6798 -1.0738 0.004
H 2.8383 -1.2303 -1.3572 0.001
H 2.1226 -2.1126 -2.7351 0.004
H 2.8998 0.6763 -1.8005 0.005
H 2.0572 2.2144 -2.0677 -0.015
H 2.1100 0.9988 -3.3844 0.012
H -1.9945 2.4609 -2.2453 0.013
H -1.1832 2.1944 -3.8023 0.029
H -0.2943 2.9964 -2.4686 0.001
O 1.6127 2.3168 -0.0451 0.573
H 2.0639 2.5843 0.8016 -0.062
F 0.2325 1.1022 5.9573 0.000
C 0.6328 1.4670 4.7090 0.001
F -0.2660 2.3613 4.2209 0.001
F 1.8355 2.0897 4.8035 -0.001
S 0.8033 0.0357 3.5111 -0.003
O 1.8821 -0.7846 4.0253 0.005
O -0.5410 -0.4912 3.4473 0.000
O 1.2475 0.7952 2.2541 0.029
```

Results
gap between HOMO and LUMO (spin up / spin down) = 0.190 / 0.221 Ha
HOMO level (spin up / spin down) = -0.36 / -1.25 eV
charge = -2
<S²> = 6.030
maximum force = 4.0 eV/A
spin multiplicity = 5

Molecular formula: C39H54N2O2P2Pm
Method: DFT, the ωB97M-V functional and the def2-TZVPD basis

XYZ file:
```
100
Properties=species:S:1:pos:R:3:mulliken_spin:R:1
Pm -0.1050 -0.7386 -0.1180 4.067
C -1.2443 0.5985 1.9683 -0.001
C -0.9848 1.6279 1.0111 -0.021
C -2.5913 0.2085 0.1298 0.008
C -2.2425 -0.2703 1.4330 -0.029
C -1.8057 1.3718 -0.1347 0.000
C -0.6476 0.4824 3.3252 -0.004
H 0.1965 1.1650 3.4610 0.000
H -0.2806 -0.5362 3.5096 0.000
H -1.3870 0.6984 4.1120 0.000
C -2.9667 -1.3471 2.1479 -0.001
H -2.4520 -1.6316 3.0686 0.000
H -3.0564 -2.2410 1.5132 -0.001
H -3.9867 -1.0299 2.4122 -0.001
C -3.6775 -0.3493 -0.7173 -0.001
H -4.6596 0.0611 -0.4310 0.000
H -3.7446 -1.4376 -0.6003 0.000
H -3.5159 -0.1389 -1.7795 0.000
C -1.8926 2.1972 -1.3692 -0.004
H -2.8509 2.7382 -1.4022 -0.001
H -1.8531 1.5813 -2.2807 -0.001
H -1.0982 2.9501 -1.4292 0.000
C -0.1424 2.8373 1.2237 0.007
H -0.7312 3.7025 1.5818 -0.001
H 0.3414 3.1472 0.2883 -0.002
H 0.6392 2.6612 1.9728 0.000
C 6.9049 -0.1540 1.0998 0.000
C 6.7047 0.8474 1.9708 0.000
C 7.3184 2.2129 1.9020 0.000
C 7.5483 2.7926 0.4802 0.000
C 6.4264 2.5837 -0.4987 0.000
C 6.3089 1.5719 -1.3682 0.000
C 7.1496 0.3303 -1.4256 0.000
C 7.8158 -0.1029 -0.0931 0.000
H 8.2922 2.2237 2.4214 0.000
H 8.4991 2.4135 0.0851 0.000
H 6.6733 2.9059 2.4632 0.000
H 8.6898 0.5327 0.0963 0.000
H 6.4667 -1.1411 1.2992 0.000
H 6.1347 0.6562 2.8900 0.000
H 8.2025 -1.1229 -0.2517 0.000
H 6.5160 -0.4944 -1.7904 0.000
H 5.5675 1.6521 -2.1763 0.000
H 7.9494 0.4451 -2.1775 0.000
H 7.6753 3.8806 0.6020 0.000
H 5.6992 3.4053 -0.5310 0.000
P 2.5919 -0.2279 0.8205 0.001
P 1.4017 0.5653 -2.2049 -0.002
C 3.7456 -0.0985 -0.6518 -0.007
C 3.0964 -0.2152 -2.0339 0.002
H 4.5155 -0.8772 -0.5284 0.000
H 4.2545 0.8691 -0.5591 0.001
H 3.7268 0.2543 -2.8018 0.000
H 2.9643 -1.2741 -2.2993 0.001
C 0.8804 -0.0335 -3.8501 -0.001
H -0.1171 0.3595 -4.0803 0.000
H 0.8288 -1.1303 -3.8374 0.000
H 1.6016 0.2947 -4.6109 0.000
C 1.7572 2.3389 -2.4488 -0.001
H 2.5251 2.4699 -3.2204 0.000
H 2.0958 2.7850 -1.5047 0.000
H 0.8359 2.8543 -2.7516 0.000
C 3.1810 -1.7543 1.6453 -0.001
H 2.5913 -1.8967 2.5612 0.000
H 4.2475 -1.6984 1.9040 0.000
H 3.0008 -2.6140 0.9843 0.000
C 3.2777 1.0882 1.8987 0.000
H 2.9888 2.0748 1.5209 0.000
H 4.3728 1.0295 1.9274 -0.001
H 2.8879 0.9841 2.9184 0.000
O 1.0455 -2.7488 -2.1720 -0.001
C -0.0248 -3.3296 -1.8999 -0.004
N -0.5209 -4.5088 -2.4135 -0.001
C -1.9315 -4.6366 -2.1138 0.000
C -2.0368 -3.6390 -0.9508 -0.005
O -2.9584 -3.5729 -0.1335 -0.001
N -0.9305 -2.8244 -0.9808 0.003
C -2.8149 -4.0711 -3.2341 0.000
C -4.1563 -3.8017 -2.9325 -0.001
C -4.9737 -3.1678 -3.8689 0.000
C -4.4521 -2.8167 -5.1142 0.000
C -3.1372 -3.1560 -5.4403 0.000
C -2.3164 -3.8058 -4.5102 0.000
C -2.3372 -6.0253 -1.6610 0.002
C -3.4494 -6.6996 -2.1906 -0.001
C -3.9187 -7.8532 -1.5570 0.001
C -3.2553 -8.3696 -0.4391 -0.001
C -2.0649 -7.7677 -0.0102 0.000
C -1.6038 -6.6051 -0.6260 -0.001
H -0.0060 -5.0321 -3.1143 0.000
H -4.5575 -4.0931 -1.9592 0.000
H -6.0138 -2.9543 -3.6228 0.000
H -5.0779 -2.3053 -5.8449 0.000
H -2.7366 -2.9314 -6.4275 0.000
H -1.3043 -4.1133 -4.7824 0.000
H -3.9681 -6.3187 -3.0778 0.000
H -4.8116 -8.3447 -1.9601 0.000
H -3.6475 -9.2529 0.0657 0.000
H -1.4964 -8.2068 0.8035 0.000
H -0.6800 -6.1300 -0.2947 0.000
```

Results
gap between HOMO and LUMO (spin up / spin down) = 0.275 / 0.281 Ha
HOMO level (spin up / spin down) = -10.48 / -10.47 eV
charge = +1
<S²> = 6.008
maximum force = 2.1 eV/A
spin multiplicity = 5

Molecular formula: C28H26FGe2NO5Pt
Method: DFT, the ωB97M-V functional and the def2-TZVPD basis

XYZ file:
```
64
Properties=species:S:1:pos:R:3:mulliken_spin:R:1
Pt -0.2053 -0.0528 0.2258 1.787
O 3.1799 2.7318 -4.1879 0.003
C 2.4154 2.1278 -3.2481 0.009
C 1.5954 1.0452 -3.5573 0.000
C 0.8333 0.4787 -2.5587 0.014
N 0.8858 0.9538 -1.3167 0.094
C 1.6719 1.9805 -0.9926 0.024
C 2.4564 2.6014 -1.9412 -0.001
C 1.6847 2.4258 0.4828 0.001
O 2.3458 3.4272 0.7443 0.018
O 1.0195 1.6934 1.2779 0.087
C -0.0846 -0.7268 -2.8349 0.006
O -0.1862 -1.0683 -4.0128 0.015
O -0.6068 -1.2618 -1.8129 0.098
H 3.0342 2.2948 -5.0324 0.000
H 1.5311 0.6282 -4.5553 0.002
H 3.0800 3.4326 -1.6450 0.002
C 4.1048 -1.1495 -1.2897 0.006
Ge 2.9890 -2.6108 -0.5400 0.068
C 2.1101 -3.5437 -2.0406 0.004
C 4.2209 -3.9722 0.2372 0.026
Ge 1.3509 -1.7119 1.0917 0.199
C 0.3281 -3.3003 1.7316 -0.029
C 0.9122 -4.3517 2.4348 0.015
C 0.1576 -5.4421 2.8433 0.005
C -1.1989 -5.5003 2.5545 0.001
C -1.7966 -4.4632 1.8535 0.023
C -1.0364 -3.3767 1.4448 -0.002
C 2.3548 -1.0845 2.6779 0.045
C 1.6104 -0.5805 3.7453 0.040
C 2.2344 -0.0519 4.8629 0.003
C 3.6209 -0.0118 4.9280 0.013
C 4.3747 -0.5059 3.8744 -0.005
C 3.7427 -1.0350 2.7567 0.003
H 4.7927 -1.5419 -2.0409 0.001
H 4.6821 -0.6482 -0.5117 0.000
H 3.4625 -0.4055 -1.7652 -0.003
H 2.8674 -3.9625 -2.7066 0.001
H 1.4687 -2.8758 -2.6125 -0.001
H 1.4883 -4.3550 -1.6597 -0.001
H 4.9146 -4.3013 -0.5387 0.002
H 3.6434 -4.8341 0.5743 0.000
H 4.7931 -3.5836 1.0801 0.000
H 1.9705 -4.3118 2.6745 0.001
H 0.6262 -6.2504 3.3930 0.000
H -1.7856 -6.3526 2.8753 0.000
H -2.8553 -4.5007 1.6253 0.001
H -1.4977 -2.5699 0.8870 0.001
H 0.5269 -0.5943 3.6821 -0.004
H 1.6423 0.3447 5.6790 0.000
H 4.1131 0.4158 5.7930 0.001
H 5.4568 -0.4698 3.9208 0.000
H 4.3411 -1.4135 1.9337 0.000
F -6.0534 1.4250 1.5703 0.003
C -4.7733 1.0976 1.2673 0.042
C -3.7480 1.7536 1.9184 -0.014
C -2.4394 1.4108 1.6041 0.039
C -2.1664 0.4228 0.6576 0.315
C -3.2294 -0.2062 0.0108 0.027
C -4.5434 0.1249 0.3151 -0.014
H -3.9741 2.5195 2.6488 0.000
H -1.6212 1.9207 2.1008 0.015
H -3.0331 -0.9585 -0.7455 0.016
H -5.3788 -0.3533 -0.1796 0.000
```

Results
gap between HOMO and LUMO (spin up / spin down) = 0.257 / 0.262 Ha
HOMO level (spin up / spin down) = -4.55 / -6.18 eV
charge = -1
<S²> = 3.758
maximum force = 1.5 eV/A
spin multiplicity = 4

> Among the records above, which one has the highest <S²>?

C11H16Cl3F3O4PtS

> Which formula does entry 2 have?

C39H54N2O2P2Pm